(1)
C24H40FOSi4 | the ωB97M-V functional and the def2-TZVPD basis

As for the HOMO energy: -10.4 eV. For the HOMO-LUMO gap, the calculation gives 4.53 eV. Its maximum force is 0.0309 Eh/bohr. The charge is +1.

Atoms and positions in Å:
C 2.491 -2.752 3.681
Si 1.784 -2.742 1.938
C 2.846 -3.799 0.808
C 0.041 -3.431 1.965
Si 1.653 -0.602 0.993
Si 0.441 0.764 2.447
C 1.155 0.825 4.184
C 0.405 2.474 1.679
C -1.312 0.095 2.490
Si 3.843 0.209 1.028
C 4.618 0.255 2.743
C 4.927 -0.864 -0.068
C 3.855 1.955 0.336
O 0.887 -0.549 -0.608
C -0.395 -0.859 -0.927
C -0.857 -0.580 -2.165
H 2.465 -3.795 4.027
H 3.532 -2.407 3.720
H 1.895 -2.149 4.380
H 2.727 -4.842 1.133
H 2.510 -3.725 -0.235
H 3.909 -3.538 0.853
H 0.117 -4.474 2.305
H -0.623 -2.889 2.648
H -0.406 -3.430 0.962
H 0.493 1.475 4.772
H 1.176 -0.163 4.664
H 2.166 1.253 4.215
H -0.315 3.073 2.255
H 1.381 2.974 1.714
H 0.063 2.441 0.635
H -1.921 0.829 3.037
H -1.745 -0.012 1.487
H -1.381 -0.869 3.006
H 5.635 0.654 2.613
H 4.082 0.916 3.436
H 4.702 -0.740 3.200
H 5.898 -0.355 -0.154
H 5.096 -1.866 0.339
H 4.501 -0.960 -1.075
H 4.909 2.245 0.220
H 3.378 1.994 -0.652
H 3.365 2.682 0.993
H -1.022 -1.304 -0.137
H -1.866 -0.906 -2.385
H -0.212 -0.183 -2.943
F -4.320 -0.877 -6.453
C -3.540 0.138 -5.951
C -2.690 0.809 -6.835
C -1.884 1.834 -6.310
C -1.887 2.109 -4.958
C -2.705 1.379 -4.041
C -2.512 1.660 -2.664
C -3.343 1.360 -1.551
C -3.220 2.209 -0.410
C -3.934 1.970 0.750
C -4.820 0.883 0.819
C -4.987 0.051 -0.297
C -4.252 0.270 -1.459
C -3.627 0.444 -4.600
H -2.668 0.542 -7.888
H -1.256 2.419 -6.986
H -1.285 2.924 -4.559
H -1.702 2.359 -2.458
H -2.578 3.084 -0.492
H -3.815 2.635 1.609
H -5.377 0.688 1.738
H -5.705 -0.773 -0.262
H -4.383 -0.414 -2.292
H -4.398 -0.032 -4.008

(2)
C24H40MnN7PS | the ωB97M-V functional and the def2-TZVPD basis

As for the HOMO energy (alpha / beta): -13.8 / -13.3 eV. For the HOMO-LUMO gap (alpha / beta), the calculation gives 8.22 / 7.79 eV. The expectation value of S² is 3.818. The spin multiplicity is 4. Its maximum force is 0.0346 Eh/bohr. The charge is +2.

Atoms and positions in Å:
Mn -1.907 0.709 -1.822
S -1.967 -0.913 0.642
C -0.471 0.288 0.656
C -0.232 1.071 1.981
C 0.350 2.441 1.759
C -0.162 3.399 0.983
C -1.189 3.231 -0.022
N -1.352 2.133 -0.668
H 0.173 -0.616 2.964
H 1.146 2.720 2.440
H 0.221 4.408 1.085
H -1.794 4.077 -0.320
N -0.632 1.007 -0.551
P 1.017 -0.921 0.810
N -1.165 -2.170 -0.209
C -1.434 -2.223 -1.647
C -0.529 -3.243 -2.327
C -0.736 -4.619 -1.700
C -0.429 -4.527 -0.208
C -1.324 -3.485 0.449
N 2.277 -0.315 -0.031
C 2.625 1.018 -0.546
C 3.870 1.566 0.162
C 4.899 0.456 0.437
C 4.701 -0.687 -0.551
C 3.337 -1.334 -0.325
N 0.756 0.123 2.564
C -1.472 1.237 2.923
C -1.590 0.177 4.023
C -0.504 0.233 5.135
C 0.759 1.059 4.848
C 1.614 0.535 3.690
H -1.198 -1.226 -2.074
H -2.487 -2.469 -1.842
H 0.513 -2.939 -2.190
H -0.743 -3.259 -3.396
H -0.091 -5.350 -2.184
H -1.771 -4.941 -1.844
H 0.618 -4.247 -0.070
H -0.592 -5.485 0.286
H -1.061 -3.361 1.500
H -2.370 -3.812 0.397
H 1.803 1.700 -0.415
H 2.807 0.922 -1.619
H 3.581 2.050 1.098
H 4.299 2.338 -0.478
H 4.778 0.071 1.452
H 5.911 0.852 0.360
H 5.469 -1.448 -0.420
H 4.786 -0.316 -1.573
H 3.395 -2.021 0.521
H 3.047 -1.914 -1.206
H -2.377 1.221 2.312
H -1.433 2.221 3.389
H -1.642 -0.819 3.571
H -2.564 0.324 4.490
H -0.215 -0.785 5.409
H -0.951 0.666 6.029
H 1.379 1.058 5.745
H 0.481 2.100 4.666
H 2.182 -0.347 3.990
H 2.330 1.287 3.359
C -2.574 3.488 -4.030
C -2.909 2.082 -4.374
N -2.876 1.037 -3.552
C -3.286 -0.067 -4.295
C -3.565 0.326 -5.559
N -3.322 1.679 -5.585
H -2.169 3.533 -3.022
H -3.466 4.114 -4.077
H -1.841 3.894 -4.727
H -3.383 -1.048 -3.862
H -3.913 -0.224 -6.415
H -3.434 2.276 -6.389

(3)
C24H40N2O4 | the ωB97M-V functional and the def2-TZVPD basis

As for the HOMO energy: -7.9 eV. For the HOMO-LUMO gap, the calculation gives 8.71 eV. Its maximum force is 0.0144 Eh/bohr. The structure (SMILES) is C[C@H]1CCCCN1C[C@H](O)COc1ccc(OC[C@H](O)CN2CCCC[C@@H]2C)cc1. The charge is 0.

Atoms and positions in Å:
C 0.598 4.919 4.846
H 0.415 3.920 5.237
H -0.244 5.548 5.126
H 1.493 5.317 5.314
C 0.732 4.887 3.314
N 1.920 4.240 2.787
C 1.988 2.805 2.900
H 0.974 2.418 2.789
C 2.618 2.225 4.194
O 4.025 2.271 4.160
H 4.320 1.581 3.551
C 2.168 0.770 4.436
H 2.657 0.404 5.344
O 2.630 -0.074 3.402
C 1.850 -0.373 2.316
C 2.535 -0.926 1.232
C 1.863 -1.311 0.096
C 0.479 -1.152 0.000
C -0.204 -0.607 1.077
C 0.475 -0.225 2.225
H -0.104 0.183 3.040
H -1.273 -0.471 1.045
O -0.090 -1.562 -1.170
C -1.486 -1.439 -1.314
C -1.868 -1.978 -2.694
O -3.247 -1.785 -2.879
H -3.511 -2.476 -3.512
C -1.535 -3.476 -2.822
N -2.234 -4.004 -3.985
C -1.446 -3.811 -5.193
C -2.285 -4.055 -6.440
C -2.819 -5.480 -6.410
C -3.579 -5.690 -5.107
H -3.932 -6.721 -5.044
H -4.448 -5.030 -5.085
C -2.709 -5.385 -3.880
C -3.550 -5.609 -2.622
H -4.137 -6.518 -2.738
H -4.232 -4.775 -2.474
H -2.938 -5.729 -1.732
H -1.854 -6.089 -3.872
H -3.475 -5.665 -7.262
H -1.986 -6.185 -6.467
H -1.676 -3.886 -7.329
H -3.119 -3.351 -6.455
H -1.075 -2.784 -5.196
H -0.571 -4.487 -5.203
H -1.894 -3.970 -1.921
H -0.447 -3.612 -2.878
H -1.306 -1.404 -3.448
H -1.801 -0.390 -1.247
H -2.016 -2.016 -0.543
H 2.392 -1.737 -0.742
H 3.604 -1.053 1.309
H 1.086 0.714 4.576
H 2.327 2.826 5.059
H 2.582 2.434 2.053
C 3.164 4.936 3.049
H 3.967 4.360 2.584
H 3.396 5.006 4.123
C 3.117 6.337 2.446
C 1.921 7.100 3.001
C 0.655 6.300 2.719
H -0.222 6.815 3.118
H 0.533 6.209 1.638
H 2.042 7.248 4.075
H 1.849 8.085 2.535
H 4.048 6.861 2.668
H 3.017 6.253 1.362
H -0.125 4.320 2.923

Question: Which value of charge does entry 1 give?
Answer: +1